1.
Below is a 12-piece molecular cluster, C24H76N20O12 overall, with properties calculated with the ωB97M-V functional and the def2-TZVPD basis.

Last column: Mulliken charge in e.
Cartesian coordinates (Å):
C -4.544 -4.219 -2.415  -1.17
O -3.258 -4.244 -1.841  -0.31
C -3.232 -5.072 -0.669  -1.33
C -1.790 -5.165 -0.211  0.21
C -1.346 -3.800 0.308  -0.03
N -0.885 -5.599 -1.289  -0.57
H -5.203 -3.597 -1.802  0.31
H -4.933 -5.234 -2.545  0.44
H -4.553 -3.846 -3.440  0.32
H -3.795 -4.519 0.087  0.46
H -3.602 -6.077 -0.881  0.52
H -1.650 -5.823 0.651  0.57
H -0.359 -3.790 0.761  -0.04
H -2.078 -3.520 1.076  0.24
H -1.484 -3.026 -0.446  -0.33
H -1.328 -5.225 -2.125  0.15
H -0.904 -6.613 -1.335  0.29
C -7.672 -1.605 -1.948  -0.63
O -7.072 -0.333 -2.201  -0.40
C -5.687 -0.374 -2.449  -0.54
C -4.875 -0.011 -1.216  0.38
C -5.047 1.445 -0.923  -1.77
N -3.408 -0.258 -1.263  -0.35
H -7.223 -2.016 -1.043  0.24
H -7.481 -2.237 -2.820  0.28
H -8.749 -1.479 -1.887  0.27
H -5.374 -1.344 -2.853  0.21
H -5.376 0.315 -3.240  0.40
H -5.106 -0.564 -0.300  0.16
H -4.963 2.174 -1.729  0.34
H -4.735 1.762 0.072  0.30
H -6.128 1.561 -0.734  0.58
H -2.919 0.308 -1.949  0.06
H -3.207 -1.244 -1.407  -0.12
C -0.470 7.379 0.808  -0.75
O -0.860 6.499 -0.256  -0.39
C -0.065 5.355 -0.244  -0.12
C -0.616 4.288 -1.204  0.15
C -2.005 3.713 -0.868  -1.35
N 0.401 3.249 -1.406  -0.26
H 0.582 7.662 0.743  0.31
H -0.787 7.035 1.793  0.28
H -1.052 8.261 0.530  0.30
H 0.970 5.626 -0.506  0.30
H -0.027 4.992 0.797  -0.08
H -0.678 4.799 -2.171  0.39
H -2.797 4.460 -0.757  0.43
H -1.985 3.445 0.194  0.20
H -2.311 2.873 -1.483  0.37
H -0.031 2.483 -1.937  0.25
H 0.398 2.683 -0.547  -0.54
C 3.878 5.220 3.574  -0.78
O 3.975 3.796 3.507  -0.43
C 4.180 3.321 2.184  -0.65
C 4.439 1.806 2.206  0.03
C 4.567 1.170 0.808  -1.06
N 3.248 1.114 2.811  0.03
H 3.654 5.479 4.605  0.24
H 3.146 5.574 2.843  0.32
H 4.849 5.648 3.312  0.34
H 3.360 3.545 1.494  0.19
H 5.084 3.786 1.773  0.59
H 5.260 1.602 2.892  0.44
H 4.866 0.123 0.779  0.43
H 5.141 1.753 0.085  0.43
H 3.566 1.117 0.370  -0.27
H 2.301 1.298 2.470  -0.50
H 3.243 1.603 3.708  0.49
N 1.042 3.200 3.878  -0.31
C 0.237 2.388 3.146  0.68
N -0.895 1.993 3.740  -0.30
O 0.556 1.940 2.018  -0.70
H 0.740 3.452 4.801  0.14
H 1.822 3.668 3.452  0.19
H -0.946 2.276 4.700  0.12
H -1.550 1.446 3.188  0.26
N -3.432 -2.083 3.971  -0.44
C -2.379 -1.316 3.646  0.55
N -1.162 -1.938 3.802  -0.22
O -2.494 -0.140 3.297  -0.75
H -4.281 -1.571 4.155  0.27
H -3.308 -2.961 4.440  0.18
H -0.444 -1.264 3.586  0.12
H -1.107 -2.935 3.855  0.20
N 4.966 -1.832 -1.225  -0.23
C 4.504 -0.764 -1.920  0.36
N 5.421 0.035 -2.492  -0.29
O 3.288 -0.487 -1.903  -0.85
H 4.413 -2.352 -0.551  0.36
H 5.967 -1.913 -1.260  0.18
H 6.383 -0.168 -2.295  0.17
H 5.142 0.896 -2.954  0.15
N 2.828 2.201 -2.381  0.24
C 3.596 2.916 -3.234  0.76
N 3.216 4.209 -3.408  -0.41
O 4.473 2.414 -3.945  -0.81
H 1.928 2.623 -2.114  0.55
H 2.964 1.195 -2.254  -0.14
H 2.454 4.610 -2.891  0.18
H 3.485 4.562 -4.310  0.23
N 0.580 -2.132 -4.279  -0.18
C -0.365 -3.095 -4.099  0.55
N -1.240 -2.826 -3.106  0.20
O -0.495 -4.027 -4.894  -0.75
H 0.717 -1.394 -3.604  0.08
H 1.048 -2.100 -5.164  0.22
H -2.008 -3.440 -2.858  0.12
H -1.103 -1.985 -2.551  0.05
N 1.797 -5.061 -0.191  -0.29
C 2.423 -3.899 -0.580  0.32
N 1.745 -3.254 -1.574  -0.05
O 3.443 -3.428 -0.076  -0.78
H 0.967 -5.302 -0.729  0.25
H 2.209 -5.568 0.570  0.24
H 2.204 -2.389 -1.818  0.10
H 0.790 -3.438 -1.829  0.02
N 2.159 -2.503 2.427  0.11
C 2.686 -2.640 3.666  0.47
N 3.336 -1.505 4.057  -0.34
O 2.709 -3.683 4.320  -0.74
H 1.747 -3.293 1.964  -0.11
H 2.298 -1.698 1.843  0.03
H 3.609 -1.470 5.023  0.25
H 3.189 -0.655 3.517  0.42
N -1.073 -0.375 0.364  0.55
C 0.051 -0.611 -0.335  0.50
N 1.237 -0.425 0.276  1.63
O -0.040 -0.756 -1.581  -0.85
H -0.992 -0.279 1.359  -0.37
H -1.922 -0.404 -0.218  0.41
H 2.055 -0.439 -0.323  -0.44
H 1.355 0.288 0.986  -0.52

As for the SMILES: COC[C@H](C)N.COC[C@H](C)N.COC[C@H](C)N.COC[C@H](C)N.NC(N)=O.NC(N)=O.NC(N)=O.NC(N)=O.NC(N)=O.NC(N)=O.NC(N)=O.NC(N)=O. The value obtained for the HOMO energy is -8.911 eV. As for the energy above the lowest of the compared OMol25 structures with the same formula, charge and spin: 17.3 kcal per mole. The total energy is -80499.8459 eV. As for the LUMO energy: 0.0037 Eh. As for the multiplicity: 1.

2.
Below is one molecule with the formula C5H11N, with properties calculated with the ωB97M-V functional and the def2-TZVPD basis.

Last column: natural (NBO) charge in e.
Cartesian coordinates (Å):
C 2.031 0.393 0.480  -0.62
C 0.814 1.303 0.346  -0.22
N -0.307 0.678 -0.361  -0.41
C -1.554 0.515 0.364  -0.25
C -0.729 -0.663 0.002  -0.08
C -1.102 -1.568 -1.147  -0.61
H 1.914 -0.321 1.302  0.20
H 2.195 -0.172 -0.443  0.21
H 2.929 0.986 0.683  0.22
H 0.510 1.653 1.345  0.17
H 1.085 2.197 -0.228  0.20
H -1.565 0.809 1.415  0.18
H -2.468 0.741 -0.181  0.20
H -0.206 -1.145 0.830  0.19
H -1.730 -2.401 -0.810  0.21
H -0.209 -1.982 -1.628  0.21
H -1.654 -0.997 -1.901  0.22

As for the SMILES: CCN1C[C@H]1C. The value obtained for the HOMO energy is -8.899 eV. As for the energy above the lowest of the compared OMol25 structures with the same formula, charge and spin: 28.6 kcal per mole. The total energy is -6852.2887 eV. As for the LUMO energy: 0.0456 Eh. As for the multiplicity: 1.

3.
Below is a 19-piece molecular cluster, CH37O21 overall, with properties calculated with the ωB97M-V functional and the def2-TZVPD basis.

Last column: natural (NBO) charge in e.
Cartesian coordinates (Å):
C -0.233 0.392 -0.266  0.99
O 0.777 1.033 -0.256  -0.83
O -0.269 -0.767 0.253  -0.70
O -1.264 0.767 -0.882  -0.83
H 0.539 -0.907 0.704  0.51
O 0.800 -0.062 2.922  -0.99
H 0.027 -0.398 3.402  0.49
H 0.570 0.828 2.930  0.49
O -1.138 -2.762 -2.316  -0.95
H -0.466 -2.818 -1.636  0.49
H -1.089 -3.620 -2.781  0.45
O 1.545 -1.160 -2.235  -0.94
H 2.495 -1.027 -2.067  0.46
H 1.203 -1.429 -1.385  0.48
O 1.220 3.969 0.018  -0.94
H 1.704 4.705 0.410  0.48
H 1.557 3.955 -0.868  0.49
O 3.174 2.105 -0.999  -0.98
H 3.697 1.751 -0.283  0.46
H 2.278 1.869 -0.769  0.50
O -0.670 -3.158 2.287  -0.95
H -0.926 -4.076 2.097  0.46
H -1.043 -2.712 1.535  0.50
O -1.235 3.391 -0.847  -1.03
H -0.349 3.577 -0.470  0.47
H -1.330 2.423 -0.955  0.49
O -1.911 -0.897 3.476  -0.98
H -2.454 -0.432 4.120  0.46
H -1.973 -0.445 2.635  0.51
O 3.026 -0.449 0.711  -0.97
H 2.539 0.373 0.659  0.51
H 3.543 -0.532 -0.090  0.47
O 2.813 2.424 1.965  -0.95
H 2.269 2.853 1.288  0.49
H 3.606 2.928 1.935  0.45
O 1.128 -3.413 -0.765  -0.99
H 1.527 -3.384 0.087  0.50
H 0.796 -4.334 -0.850  0.47
O 0.185 1.161 -3.338  -0.98
H 0.962 0.633 -3.207  0.49
H -0.059 1.237 -2.441  0.48
O -0.206 2.278 1.976  -0.96
H -1.054 2.668 1.906  0.47
H -0.001 2.014 1.111  0.48
O 2.142 -2.850 1.666  -1.00
H 2.255 -1.929 1.419  0.50
H 1.297 -2.929 2.126  0.51
O -3.235 -0.861 -1.734  -0.98
H -2.366 -0.464 -1.807  0.50
H -3.781 -0.380 -2.318  0.47
O -2.407 1.833 -3.384  -0.96
H -2.485 2.344 -4.188  0.45
H -1.591 1.379 -3.533  0.49
O -2.616 0.390 1.306  -0.97
H -2.997 1.252 1.257  0.46
H -2.176 0.437 0.449  0.49
O -2.874 -2.914 0.362  -0.97
H -2.650 -3.696 -0.099  0.46
H -2.828 -2.166 -0.245  0.52

As for the total charge: -1. The value obtained for the HOMO energy is -7.005 eV. As for the energy above the lowest of the compared OMol25 structures with the same formula, charge and spin: 7.5 kcal per mole. The total energy is -44639.5265 eV. As for the LUMO energy: 0.0884 Eh. As for the multiplicity: 1.